# 1
A 2-piece molecular cluster, C6H12O2 overall, computed with ωB97M-V/def2-TZVPD.

```
! RIJCOSX wB97M-V def2-TZVPD def2/J DEFGRID3
* xyz 0 1
C -2.051 -0.087 0.269
C -1.094 0.760 1.103
C -0.058 1.528 0.319
O 1.088 1.669 0.656
O -0.559 2.139 -0.760
H -1.541 -0.948 -0.146
H -2.461 0.501 -0.548
H -2.870 -0.434 0.894
H -1.669 1.517 1.644
H -0.569 0.148 1.837
H 0.138 2.645 -1.209
C 0.874 -0.411 -1.599
C 0.883 -1.340 -0.661
C 1.802 -1.356 0.513
H 0.193 -0.443 -2.432
H 1.574 0.408 -1.580
H 0.204 -2.184 -0.729
H 2.236 -0.374 0.677
H 1.270 -1.667 1.409
H 2.609 -2.071 0.343
*
```

structure (SMILES): CCC(=O)O.C=CC
E_HOMO: -0.3517 hartree
HOMO-LUMO gap: 10.4 eV


# 2
C6H12O2 in the gas phase, computed with ωB97M-V/def2-TZVPD.

```
! RIJCOSX wB97M-V def2-TZVPD def2/J DEFGRID3
* xyz 0 1
C -1.275 0.719 -1.042
C -0.715 -0.047 0.151
C -1.058 0.652 1.467
O -1.331 -1.391 0.135
C 0.767 -0.346 -0.014
C 1.164 -1.118 -1.252
C 1.760 0.617 0.566
O 1.485 -0.626 1.158
H -0.800 1.693 -1.124
H -2.346 0.847 -0.904
H -1.132 0.168 -1.966
H -0.508 0.204 2.292
H -0.833 1.714 1.417
H -2.125 0.534 1.648
H -1.025 -1.870 0.914
H 2.110 -1.625 -1.076
H 1.268 -0.446 -2.101
H 0.407 -1.860 -1.492
H 2.729 0.696 0.084
H 1.460 1.485 1.140
*
```

structure (SMILES): CC(C)(O)[C@@]1(C)CO1
E_HOMO: -0.3695 hartree
HOMO-LUMO gap: 10.9 eV


# 3
C6H12O2 as an isolated structure, computed with ωB97M-V/def2-TZVPD.

```
! RIJCOSX wB97M-V def2-TZVPD def2/J DEFGRID3
* xyz 0 1
C 1.297 0.691 1.274
C -1.033 -1.813 -0.778
C 2.190 1.494 0.327
C -1.582 -1.383 -2.098
C 0.103 0.117 0.505
C -1.191 0.345 0.882
O 0.436 -0.664 -0.479
O 0.923 1.438 2.419
H 0.454 2.228 2.121
H 1.862 -0.158 1.669
H -0.303 -2.613 -0.793
H -1.776 -1.995 -0.008
H 2.507 0.876 -0.511
H 3.061 1.860 0.871
H 1.644 2.356 -0.064
H -1.966 0.296 0.134
H -1.425 0.791 1.836
H -0.776 -1.164 -2.804
H -2.204 -2.195 -2.496
H -2.222 -0.505 -2.006
*
```

E_HOMO: -0.2924 hartree
HOMO-LUMO gap: 8.5 eV


# 4
A 2-piece molecular cluster, C6H12O3 overall, computed with ωB97M-V/def2-TZVPD.

```
! RIJCOSX wB97M-V def2-TZVPD def2/J DEFGRID3
* xyz 0 1
C -1.063 1.065 0.829
C -1.115 0.371 -0.523
C -2.541 0.022 -0.949
C -0.418 -1.207 -0.310
O -0.402 -1.772 0.745
H -0.041 1.359 1.070
H -1.703 1.948 0.836
H -1.402 0.401 1.624
H -0.676 1.003 -1.301
H -2.567 -0.512 -1.899
H -3.016 -0.622 -0.209
H -3.149 0.923 -1.033
H -0.517 -1.701 -1.288
C 2.410 -0.805 1.193
O 1.730 -0.416 0.002
C 2.108 0.613 -0.911
O 2.986 0.367 -1.681
H 3.464 -0.891 0.933
H 1.868 -1.699 1.499
H 2.217 -0.077 1.982
H 1.825 1.631 -0.608
*
```

structure (SMILES): CC(C)C=O.COC=O
E_HOMO: -0.3373 hartree
HOMO-LUMO gap: 9.7 eV


# 5
C6H12O4 as an isolated structure, computed with ωB97M-V/def2-TZVPD.

```
! RIJCOSX wB97M-V def2-TZVPD def2/J DEFGRID3
* xyz 0 1
O -0.081 2.733 -1.441
C -0.392 1.522 -2.049
C 0.679 0.458 -2.168
O 1.949 0.715 -1.665
C -0.440 0.302 -1.170
C -0.169 0.405 0.312
C 0.293 -0.913 0.893
C 0.098 -1.102 2.359
O -0.685 -1.928 0.767
H 0.357 3.304 -2.079
H -1.123 1.589 -2.861
H 0.656 -0.179 -3.058
H 2.419 1.291 -2.274
H -1.199 -0.435 -1.437
H 0.607 1.157 0.507
H -1.082 0.735 0.831
H 1.284 -1.223 0.531
H 1.031 -1.417 2.848
H -0.325 -0.199 2.822
O -1.033 -2.347 2.999
H -1.269 -2.564 1.676
H -1.575 -1.905 3.657
*
```

E_HOMO: -0.3254 hartree
HOMO-LUMO gap: 9.4 eV


# 6
C6H12O4 in the gas phase, computed with ωB97M-V/def2-TZVPD.

```
! RIJCOSX wB97M-V def2-TZVPD def2/J DEFGRID3
* xyz 0 1
C -2.732 -1.514 -2.786
C -2.421 -0.598 -1.640
O -3.159 0.261 -1.210
O -1.174 -0.764 -1.203
C -0.682 0.157 -0.226
C 0.756 -0.205 0.083
C 1.338 0.665 1.193
O 0.693 0.685 2.646
C 2.838 0.541 1.391
O 3.282 1.176 2.525
H -2.654 -2.556 -2.452
H -2.002 -1.359 -3.592
H -3.740 -1.315 -3.162
H -1.314 0.090 0.672
H -0.758 1.180 -0.623
H 1.375 -0.078 -0.817
H 0.813 -1.259 0.393
H 1.178 1.717 0.892
H 0.021 1.370 2.671
H 2.551 -0.600 1.649
H 3.373 0.887 0.495
H 2.418 1.520 3.101
*
```

structure (SMILES): CC(=O)OCC[C@@H](O)CO
E_HOMO: -0.3580 hartree
HOMO-LUMO gap: 10.3 eV


# 7
C6H12O6 in the gas phase, computed with ωB97M-V/def2-TZVPD.

```
! RIJCOSX wB97M-V def2-TZVPD def2/J DEFGRID3
* xyz 0 1
O 2.740 -0.325 -0.650
C 1.566 -0.407 -1.094
C 1.183 -1.459 -1.946
O 2.185 -2.055 -2.896
C 0.511 0.645 -0.671
O 0.920 1.512 0.311
C -0.944 0.076 -0.336
O -1.901 1.057 -0.528
C -1.069 -0.381 1.098
O 0.047 -1.122 1.547
C -1.287 0.786 2.136
O -2.053 1.918 1.930
H 0.300 -1.251 -2.687
H 1.010 -2.183 -1.046
H 3.179 -2.149 -2.488
H 0.370 1.238 -1.707
H 1.976 1.723 0.398
H -1.203 -0.761 -1.042
H -1.845 1.804 0.208
H -2.097 -0.888 1.018
H 0.876 -0.635 1.157
H -0.039 1.110 2.208
H -1.546 0.268 3.217
H -2.878 1.477 1.863
*
```

structure (SMILES): O=C(CO)[C@H](O)[C@H](O)[C@@H](O)CO
E_HOMO: -0.3667 hartree
HOMO-LUMO gap: 10.4 eV


# 8
C6H12O8S in the gas phase, computed with ωB97M-V/def2-TZVPD.

```
! RIJCOSX wB97M-V def2-TZVPD def2/J DEFGRID3
* xyz 0 1
C 0.093 -2.967 0.700
C 0.872 -1.752 1.242
O 1.876 -2.371 2.034
C 1.568 -0.799 0.318
O 2.549 -1.415 -0.540
C 0.551 -0.106 -0.618
O 1.290 0.935 -1.371
C -0.497 0.701 0.003
O 0.068 1.807 0.803
C -1.596 1.089 -1.024
O -2.217 0.209 -1.575
S -2.301 2.825 -0.779
O -3.578 3.024 -0.111
O -1.333 3.801 -0.261
O -2.633 3.232 -2.264
H -0.465 -3.402 1.464
H -0.651 -2.508 0.071
H 0.675 -3.523 0.055
H 0.303 -1.087 1.836
H 1.577 -2.357 2.965
H 1.957 0.018 0.971
H 3.216 -1.857 0.092
H 0.145 -0.851 -1.408
H 2.201 0.760 -1.493
H -1.092 0.085 0.687
H 0.463 2.480 0.280
H -3.044 4.027 -2.076
*
```

structure (SMILES): C[C@@H](O)[C@@H](O)[C@H](O)[C@@H](O)C(=O)S(=O)(=O)O
E_HOMO: -0.3893 hartree
HOMO-LUMO gap: 9.5 eV


# 9
C6H12OSSi in the gas phase, computed with ωB97M-V/def2-TZVPD.

```
! RIJCOSX wB97M-V def2-TZVPD def2/J DEFGRID3
* xyz 0 1
C -0.113 3.124 0.973
C -0.932 2.386 0.261
Si -0.524 0.734 -0.536
S -1.193 0.663 -2.575
C -1.492 -0.929 0.467
C -0.474 -2.085 0.188
C 0.933 -1.714 0.476
C 1.718 -0.687 -0.409
O 1.033 0.586 -0.469
H -0.530 3.888 1.578
H 1.094 3.065 0.970
H -1.965 2.483 0.371
H 0.078 0.913 -3.015
H -2.444 -1.141 -0.078
H -1.597 -0.680 1.447
H -0.492 -2.317 -0.904
H -0.766 -2.967 0.791
H 1.077 -1.344 1.465
H 1.647 -2.530 0.325
H 2.794 -0.451 0.073
H 2.149 -0.998 -1.398
*
```

structure (SMILES): C=C[Si@]1(S)CCCCO1
E_HOMO: -0.3316 hartree
HOMO-LUMO gap: 9.8 eV


# 10
C6H12OSi as an isolated structure, computed with ωB97M-V/def2-TZVPD.

```
! RIJCOSX wB97M-V def2-TZVPD def2/J DEFGRID3
* xyz 0 1
C -2.923 -0.198 0.844
C -2.020 0.548 0.349
C -3.125 0.553 -0.592
C 0.983 -0.041 -1.793
C 0.875 -1.571 0.983
C 2.406 1.157 0.650
O -0.246 1.119 0.628
Si 0.994 0.137 0.123
H -3.341 -1.058 1.416
H -3.172 0.015 -1.544
H -3.886 1.361 -0.508
H 0.271 -0.821 -2.111
H 0.574 0.834 -2.121
H 1.915 -0.285 -2.266
H 1.468 -2.452 0.700
H 1.288 -1.436 2.011
H -0.076 -2.089 0.918
H 2.234 1.223 1.708
H 3.403 0.847 0.328
H 2.379 2.156 0.276
*
```

E_HOMO: -0.3575 hartree
HOMO-LUMO gap: 10.1 eV


# 11
C6H12OSi in the gas phase, computed with ωB97M-V/def2-TZVPD.

```
! RIJCOSX wB97M-V def2-TZVPD def2/J DEFGRID3
* xyz 0 1
C 1.819 1.247 -1.164
Si 1.365 -0.380 -0.294
C 1.916 -0.232 1.489
C -0.525 -0.361 -0.351
C -1.502 -0.499 -1.281
C -2.803 0.081 -0.738
C -2.473 0.226 0.686
O -1.105 0.608 0.664
H 1.492 1.999 -0.359
H 2.813 1.353 -1.471
H 1.115 1.417 -1.965
H 1.718 -1.467 -1.044
H 1.018 -0.004 2.197
H 2.516 -1.064 1.699
H 2.517 0.710 1.668
H -1.547 -1.013 -2.201
H -2.999 1.079 -1.102
H -3.736 -0.463 -0.943
H -3.031 1.054 1.092
H -2.559 -0.758 1.214
*
```

structure (SMILES): C[SiH](C)C1=CCCO1
E_HOMO: -0.3180 hartree
HOMO-LUMO gap: 9.6 eV


# 12
C6H12S in the gas phase, computed with ωB97M-V/def2-TZVPD.

```
! RIJCOSX wB97M-V def2-TZVPD def2/J DEFGRID3
* xyz 0 3
C -1.557 -1.273 -0.738
C -1.520 -0.460 -1.723
C -1.751 -0.720 0.681
C -0.364 -0.320 1.398
C 0.190 0.951 0.781
C 2.968 0.715 -0.451
S 1.127 0.720 -0.836
H -1.729 -2.270 -0.852
H -1.399 -0.889 -2.771
H -1.533 0.626 -1.621
H -2.272 0.207 0.534
H -2.405 -1.201 1.312
H -0.408 -0.138 2.439
H 0.366 -1.124 1.225
H -0.722 1.400 0.501
H 0.850 1.520 1.334
H 3.260 0.253 0.517
H 3.497 0.231 -1.261
H 3.400 1.772 -0.470
*
```

E_HOMO (alpha / beta): -0.1132 / -0.3135 hartree
expectation value of S²: 2.009
HOMO-LUMO gap (alpha / beta): 3.8 / 5.5 eV


What did we get for largest force on an atom? Answer: 0.7 2.0 3.9 4.5 4.8 4.7 7.3 4.9 5.7 4.8 3.5 9.0 eV/A, in the order shown.
What did we get for relative energy (zero: lowest compared OMol25 entry of this formula, charge and spin)? Answer: 22.93 39.68 84.22 73.52 140.44 54.46 91.36 15.84 18.79 106.95 56.11 74.35 kcal per mole, in the order shown.